Entry 1:
Computed, not measured: 8 unconnected molecules or ions with the total composition C14H46BO14 at a distorted geometry, with ωB97M-V/def2-TZVPD.

Atoms and positions in Å:
B1 0.039 -0.377 -0.313
H1 -0.923 -0.014 -0.639
H2 -0.047 -1.174 0.410
H3 0.523 -0.797 -1.181
H4 0.660 0.409 0.088
C1 -3.527 -4.063 -3.193
C2 -2.509 -4.874 -2.424
O1 -2.620 -4.473 -1.019
O2 -2.973 -2.778 -3.418
H5 -4.415 -3.994 -2.565
H6 -3.660 -4.552 -4.158
H7 -1.513 -4.988 -2.852
H8 -2.810 -5.920 -2.475
H9 -1.972 -3.768 -0.951
H10 -2.531 -2.548 -2.597
C3 -7.109 2.723 3.599
C4 -5.887 2.780 2.735
O3 -5.705 1.582 1.887
O4 -7.068 1.815 4.624
H11 -8.043 2.531 3.069
H12 -7.376 3.709 3.978
H13 -5.073 2.952 3.440
H14 -5.877 3.635 2.060
H15 -4.756 1.548 1.747
H16 -7.349 0.951 4.314
C5 2.010 -0.714 5.550
C6 0.541 -1.057 5.864
O5 0.560 -1.633 7.160
O6 2.535 0.228 6.529
H17 2.191 -0.367 4.533
H18 2.641 -1.601 5.604
H19 0.154 -1.682 5.058
H20 -0.027 -0.133 5.969
H21 0.684 -0.951 7.824
H22 3.334 0.593 6.142
C7 -0.971 2.852 -6.071
C8 -2.416 3.134 -5.656
O7 -3.276 2.370 -6.444
O8 -0.544 3.602 -7.182
H23 -0.650 1.832 -6.283
H24 -0.341 3.148 -5.232
H25 -2.692 4.173 -5.834
H26 -2.532 2.899 -4.598
H27 -3.443 1.534 -6.003
H28 -1.078 3.327 -7.930
C9 5.480 -0.303 -4.673
C10 5.481 -0.186 -6.178
O9 6.584 0.576 -6.649
O10 4.666 0.746 -4.049
H29 6.519 -0.430 -4.368
H30 5.016 -1.232 -4.340
H31 4.586 0.325 -6.532
H32 5.389 -1.180 -6.617
H33 6.752 1.354 -6.112
H34 4.007 0.285 -3.524
C11 3.389 -5.665 1.669
C12 4.354 -6.487 2.573
O11 5.393 -7.092 1.858
O12 3.865 -4.540 0.943
H35 2.563 -5.268 2.259
H36 2.855 -6.236 0.910
H37 3.766 -7.180 3.174
H38 4.798 -5.717 3.205
H39 5.472 -7.941 2.298
H40 3.062 -4.033 0.805
C13 0.427 5.088 3.008
C14 0.338 6.579 3.633
O13 -0.964 7.108 3.517
O14 0.213 5.162 1.639
H41 -0.284 4.432 3.512
H42 1.381 4.589 3.176
H43 1.008 7.251 3.097
H44 0.606 6.582 4.690
H45 -1.239 7.267 2.611
H46 0.358 4.276 1.297

As for the net charge: -1. The value obtained for the energy is -44598.0568 eV. As for the LUMO energy: 0.0821 Eh. The calculation puts the gap between HOMO and LUMO at 7.53 eV.

***

Entry 2:
Computed, not measured: C4H5NOS in the gas phase at a distorted geometry, with ωB97M-V/def2-TZVPD.

Atoms and positions in Å:
C1 1.380 0.480 -0.779
C2 0.440 1.259 -0.119
C3 1.576 -0.896 -0.375
C4 -0.356 0.754 0.975
N1 -1.484 0.133 0.944
O1 0.858 -1.517 0.391
S1 -2.465 -0.464 -0.487
H1 2.004 0.921 -1.611
H2 0.505 2.340 -0.303
H3 2.403 -1.308 -0.732
H4 -1.770 -0.394 1.772
H5 -3.092 -1.306 0.323

The value obtained for the energy is -18597.9193 eV. As for the LUMO energy: -0.0108 Eh. The calculation puts the gap between HOMO and LUMO at 7.75 eV.

***

Entry 3:
Computed, not measured: C4H9N in the gas phase, with ωB97M-V/def2-TZVPD.

Atoms and positions in Å:
C1 -1.899 0.596 -0.149
C2 -0.623 0.456 0.671
C3 -0.163 -0.949 0.595
N1 0.544 -0.021 -0.303
C4 1.959 0.247 -0.043
H1 -2.732 0.339 0.520
H2 -2.089 1.615 -0.506
H3 -1.994 -0.094 -1.019
H4 0.287 -0.057 -1.279
H5 -0.711 -1.734 0.059
H6 0.495 -1.340 1.372
H7 2.016 0.859 0.857
H8 2.503 -0.692 0.113
H9 2.407 0.774 -0.887

The value obtained for the energy is -5780.5617 eV. As for the LUMO energy: 0.0366 Eh. The calculation puts the gap between HOMO and LUMO at 8.20 eV.

***

Entry 4:
Computed, not measured: a molecular structure, C2H6INO2S at a distorted geometry, with ωB97M-V/def2-TZVPD.

Atoms and positions in Å:
C1 -0.757 -1.614 0.871
C2 1.047 1.411 -1.062
N1 -1.360 -0.770 -0.164
O1 -1.200 2.295 0.301
O2 0.540 1.076 1.575
S1 -0.180 1.279 0.321
I1 -3.215 0.113 -0.166
H1 -1.341 -2.535 1.212
H2 0.148 -1.952 0.354
H3 -0.380 -1.003 1.694
H4 1.276 2.488 -0.987
H5 1.802 0.595 -0.707
H6 0.353 1.284 -1.925

The value obtained for the energy is -26688.0948 eV. As for the LUMO energy (spin up / spin down): -0.0390 / -0.0391 Eh. The calculation puts the gap between HOMO and LUMO (spin up / spin down) at 7.60 / 7.60 eV.

***

Entry 5:
Computed, not measured: C24H26N6OS in the gas phase at a distorted geometry, with ωB97M-V/def2-TZVPD.

Atoms and positions in Å:
C1 -5.143 -3.568 -2.108
O1 -5.421 -2.443 -1.309
C2 -4.489 -2.034 -0.410
C3 -3.254 -2.641 -0.205
C4 -2.381 -2.129 0.739
C5 -2.715 -1.018 1.495
C6 -1.754 -0.446 2.506
N1 -1.567 0.963 2.292
N2 -1.945 1.892 3.168
N3 -1.661 3.024 2.676
N4 -1.098 2.903 1.482
C7 -1.037 1.616 1.228
C8 -0.488 0.909 0.035
C9 -0.197 1.868 -1.084
C10 0.365 3.106 -1.049
C11 0.493 3.688 -2.331
C12 0.026 2.889 -3.321
S1 -0.592 1.405 -2.711
N5 0.612 0.069 0.500
C13 1.018 -1.017 -0.374
C14 2.142 -0.625 -1.345
N6 3.284 -0.086 -0.640
C15 4.283 -0.915 -0.151
C16 5.448 -0.358 0.393
C17 6.486 -1.153 0.830
C18 6.411 -2.533 0.732
C19 5.276 -3.099 0.181
C20 4.227 -2.310 -0.251
C21 2.878 1.090 0.104
C22 1.755 0.738 1.096
C23 -3.955 -0.416 1.293
C24 -4.829 -0.914 0.353
H1 -6.020 -3.705 -2.737
H2 -4.991 -4.465 -1.500
H3 -4.266 -3.404 -2.742
H4 -2.959 -3.509 -0.774
H5 -1.424 -2.607 0.887
H6 -0.783 -0.943 2.431
H7 -2.145 -0.549 3.522
H8 -1.265 0.213 -0.314
H9 0.651 3.597 -0.138
H10 0.914 4.663 -2.501
H11 -0.001 3.072 -4.377
H12 0.148 -1.374 -0.927
H13 1.380 -1.824 0.275
H14 2.443 -1.479 -1.952
H15 1.784 0.156 -2.024
H16 5.554 0.714 0.455
H17 7.369 -0.688 1.244
H18 7.225 -3.153 1.075
H19 5.197 -4.173 0.092
H20 3.359 -2.800 -0.663
H21 3.715 1.505 0.661
H22 2.530 1.841 -0.611
H23 1.414 1.642 1.603
H24 2.168 0.053 1.849
H25 -4.232 0.449 1.877
H26 -5.790 -0.454 0.187

The SMILES is COc1ccc(Cn2nnnc2[C@@H](c2cccs2)N2CCN(c3ccccc3)CC2)cc1. The value obtained for the energy is -47131.6356 eV. As for the LUMO energy: 0.0148 Eh. The calculation puts the gap between HOMO and LUMO at 7.88 eV.

***

Entry 6:
Computed, not measured: 7 unconnected molecules or ions with the total composition C17H35Cl12IN4OP at a distorted geometry, with ωB97M-V/def2-TZVPD.

Atoms and positions in Å:
N1 3.182 2.415 0.390
P1 2.645 2.123 -1.062
C1 1.527 0.633 -0.937
N2 1.515 -0.366 -2.056
C2 0.466 -1.236 -1.581
N3 0.534 -2.534 -1.420
N4 -0.569 -0.376 -1.304
C3 0.013 0.814 -0.540
C4 -0.785 2.029 -1.094
C5 -0.842 3.215 -0.104
O1 -1.398 3.082 0.905
I1 0.049 5.150 -0.513
H1 2.938 3.363 0.677
H2 1.972 3.263 -1.571
H3 3.709 1.836 -1.962
H4 1.903 0.007 -0.100
H5 1.164 0.023 -2.936
H6 1.304 -2.942 -0.884
H7 -0.176 -3.191 -1.741
H8 -1.235 -0.912 -0.735
H9 -0.250 0.529 0.494
H10 -1.826 1.686 -1.236
H11 -0.325 2.340 -2.048
Cl1 -3.539 -0.839 1.395
C6 -4.033 0.849 1.726
C7 -4.974 0.953 2.900
Cl2 -6.569 0.243 2.547
H12 -4.479 1.251 0.818
H13 -3.119 1.406 1.932
H14 -5.141 2.001 3.146
H15 -4.573 0.458 3.780
Cl3 7.624 -1.476 -1.477
C8 6.268 -1.369 -2.623
C9 4.956 -1.105 -1.925
Cl4 4.417 -2.498 -0.953
H16 6.236 -2.293 -3.198
H17 6.492 -0.549 -3.305
H18 4.173 -0.916 -2.661
H19 5.020 -0.240 -1.265
Cl5 2.402 -6.095 -4.299
C10 2.200 -5.634 -2.592
C11 1.474 -6.694 -1.798
Cl6 -0.237 -6.828 -2.283
H20 1.673 -4.682 -2.560
H21 3.199 -5.481 -2.186
H22 1.484 -6.436 -0.741
H23 1.940 -7.670 -1.915
Cl7 3.708 -5.129 0.171
C12 3.507 -4.664 1.884
C13 2.788 -5.728 2.675
Cl8 1.078 -5.872 2.189
H24 2.977 -3.714 1.916
H25 4.506 -4.510 2.289
H26 2.798 -5.470 3.733
H27 3.257 -6.702 2.555
Cl9 -2.073 7.876 -3.222
C14 -0.838 9.125 -3.524
C15 0.454 8.533 -4.031
Cl10 1.288 7.575 -2.779
H28 -0.687 9.682 -2.601
H29 -1.249 9.805 -4.270
H30 1.136 9.330 -4.326
H31 0.289 7.890 -4.893
Cl11 -8.427 2.499 6.822
C16 -8.299 0.885 6.079
C17 -7.176 0.072 6.674
Cl12 -5.572 0.728 6.249
H32 -8.171 1.017 5.006
H33 -9.249 0.381 6.251
H34 -7.213 -0.946 6.289
H35 -7.243 0.028 7.760

As for the net charge: +1. The value obtained for the energy is -193855.3046 eV. As for the LUMO energy: -0.1786 Eh. The calculation puts the gap between HOMO and LUMO at 7.01 eV.

***

Entry 7:
Computed, not measured: C2H3NP2 in the gas phase at a distorted geometry, with ωB97M-V/def2-TZVPD.

Atoms and positions in Å:
C1 0.351 1.296 -0.689
N1 -0.455 1.760 -1.693
P1 -1.731 1.017 -2.205
P2 -1.489 -0.643 -0.701
C2 0.089 0.057 -0.147
H1 1.239 2.023 -0.400
H2 -1.380 -2.117 -0.576
H3 0.563 -0.381 0.803

The SMILES is C1=NP=[PH]=C1. The value obtained for the energy is -22188.3016 eV. As for the LUMO energy: -0.0210 Eh. The calculation puts the gap between HOMO and LUMO at 8.03 eV.

***

Entry 8:
Computed, not measured: a molecular structure, C4H7NO at a distorted geometry, with ωB97M-V/def2-TZVPD.

Atoms and positions in Å:
C1 0.366 1.804 1.381
C2 0.108 0.309 0.096
C3 0.713 -1.017 0.502
C4 -0.857 0.353 -1.009
N1 0.985 1.469 0.293
O1 -0.652 0.975 1.627
H1 0.891 2.574 1.983
H2 1.157 -1.415 -0.479
H3 0.021 -1.757 0.976
H4 1.602 -0.885 1.116
H5 -1.379 1.273 -1.190
H6 -1.547 -0.495 -0.980
H7 0.000 0.112 -1.817

The value obtained for the energy is -7796.8428 eV. As for the LUMO energy: 0.0330 Eh. The calculation puts the gap between HOMO and LUMO at 10.44 eV.

***

Entry 9:
Computed, not measured: 3 unconnected molecules or ions with the total composition C3H10O3 at a distorted geometry, with ωB97M-V/def2-TZVPD.

Atoms and positions in Å:
C1 -0.415 -1.788 1.220
C2 -0.567 -0.495 0.394
C3 0.372 -0.156 -0.474
O1 0.559 0.897 -1.290
H1 0.599 -2.184 1.198
H2 -0.732 -1.606 2.243
H3 -1.052 -2.512 0.706
H4 -1.249 0.239 0.787
H5 1.130 -0.940 -0.629
H6 -0.244 1.462 -1.286
O2 -1.506 2.174 -2.356
H7 -1.375 2.903 -2.948
H8 -2.444 2.098 -2.199
O3 2.692 -0.168 1.616
H9 2.356 0.401 0.909
H10 1.876 -0.326 2.109

The SMILES is C/C=C/O.O.O. The value obtained for the energy is -9414.6706 eV. As for the LUMO energy: 0.0124 Eh. The calculation puts the gap between HOMO and LUMO at 8.91 eV.

***

Entry 10:
Computed, not measured: a molecular structure, C49H50AsBr4IN5O6Tl at a distorted geometry, with ωB97M-V/def2-TZVPD.

Atoms and positions in Å:
Tl1 16.688 13.759 22.554
Br1 22.805 13.625 18.601
C1 21.478 13.080 19.712
C2 21.539 11.881 20.426
Br2 23.022 10.741 20.131
C3 20.633 11.532 21.370
Br3 20.982 10.041 22.480
C4 19.430 12.289 21.629
O1 18.500 11.868 22.390
C5 19.291 13.573 20.860
O2 18.265 14.351 21.079
C6 20.306 13.841 19.943
Br4 19.934 15.357 18.856
C7 8.500 11.285 10.153
O3 9.470 10.480 10.799
C8 10.071 10.950 11.921
C9 9.890 12.218 12.466
C10 10.598 12.616 13.603
C11 11.524 11.773 14.137
C12 11.749 10.506 13.577
C13 11.054 10.106 12.456
C14 12.278 12.052 15.356
N1 13.489 11.654 15.630
C15 13.719 12.131 16.919
C16 12.643 12.851 17.370
N2 11.730 12.800 16.374
C17 12.685 13.460 18.671
C18 11.633 14.242 19.205
C19 11.802 14.855 20.432
C20 12.990 14.577 21.080
N3 13.990 13.844 20.609
C21 13.858 13.305 19.428
C22 14.943 12.468 18.965
N4 16.021 12.319 19.794
C23 16.983 11.525 19.361
C24 17.037 10.962 18.056
C25 15.979 11.136 17.198
C26 14.901 11.890 17.708
H1 8.106 10.632 9.373
H2 8.960 12.147 9.649
H3 7.704 11.589 10.875
H4 9.094 12.836 12.091
H5 10.470 13.610 13.994
H6 12.436 9.807 14.017
H7 11.123 9.135 11.951
H8 10.772 13.113 16.359
H9 10.732 14.346 18.614
H10 11.072 15.489 20.911
H11 13.176 15.084 22.021
H12 17.655 11.333 20.193
H13 17.782 10.226 17.829
H14 15.872 10.750 16.181
I1 13.906 17.720 27.894
C27 13.419 16.342 26.395
C28 14.397 15.438 25.943
C29 13.998 14.464 25.043
C30 12.644 14.428 24.677
N5 11.763 15.337 25.056
C31 12.137 16.302 25.892
H15 15.422 15.428 26.319
H16 14.696 13.710 24.680
H17 12.278 13.676 23.984
H18 11.364 17.036 26.202
O4 20.072 16.366 27.142
O5 20.991 15.709 27.625
C32 10.146 11.648 22.066
C33 10.241 10.454 21.083
C34 9.320 9.331 21.627
C35 11.682 9.991 20.878
C36 12.122 9.871 19.554
C37 13.399 9.390 19.228
C38 14.186 8.925 20.285
C39 13.805 9.044 21.598
C40 14.689 8.623 22.760
C41 15.323 9.802 23.548
C42 13.918 7.681 23.729
C43 12.508 9.635 21.965
O6 12.169 9.823 23.177
H19 9.080 11.917 22.115
H20 10.704 12.482 21.682
H21 10.562 11.331 23.019
H22 9.874 10.795 20.090
H23 9.594 8.953 22.585
H24 9.358 8.504 20.880
H25 8.307 9.774 21.614
H26 11.442 10.125 18.748
H27 13.619 9.289 18.193
H28 15.139 8.473 20.162
H29 15.512 8.029 22.345
H30 14.585 10.488 23.956
H31 15.934 10.394 22.892
H32 15.938 9.400 24.347
H33 13.254 8.305 24.340
H34 14.601 7.076 24.334
H35 13.339 6.996 23.190
C44 18.149 17.778 22.014
C45 16.906 18.193 22.765
As1 15.139 17.343 22.395
C46 14.158 18.777 23.238
C47 14.055 20.023 22.361
C48 15.006 17.780 20.464
C49 15.903 16.798 19.683
H36 18.949 18.266 22.543
H37 18.076 18.184 21.002
H38 18.290 16.695 21.865
H39 16.726 19.294 22.587
H40 17.017 18.098 23.834
H41 14.769 18.946 24.106
H42 13.147 18.454 23.592
H43 15.027 20.329 22.010
H44 13.635 20.857 22.938
H45 13.352 19.964 21.523
H46 15.280 18.803 20.248
H47 13.961 17.660 20.195
H48 16.906 16.907 20.057
H49 15.899 16.941 18.600
H50 15.592 15.783 19.911

As for the net charge: -2. The value obtained for the energy is -425160.3466 eV. As for the LUMO energy (spin up / spin down): 0.0613 / 0.0615 Eh. The calculation puts the gap between HOMO and LUMO (spin up / spin down) at 3.06 / 3.07 eV.